104
Properties=species:S:1:pos:R:3:mulliken_charge:R:1 method="wB97M-V/def2-TZVPD" total_energy_ev=-201895.0149 lumo_ev=-3.5 max_force_ev_per_a=0.97 total_charge=+1 gap_ha=0.24977 e_homo_ha=-0.3786
Ir -1.11 0.01 1.16 2.899
S -1.78 -1.96 2.22 -0.470
C -0.30 -2.82 2.67 1.055
C -0.31 -4.20 2.86 -0.874
C 0.84 -4.84 3.31 -0.660
C 1.99 -4.12 3.59 -0.879
C 2.01 -2.75 3.40 -0.193
C 0.87 -2.12 2.93 -0.299
As 0.60 -0.24 2.70 0.567
C 0.24 0.41 4.48 1.038
C -0.98 0.13 5.09 -0.599
C -1.20 0.50 6.41 -0.719
C -0.20 1.13 7.13 -0.570
C 1.03 1.39 6.54 -0.804
C 1.26 1.03 5.22 -0.516
C 2.23 0.63 2.18 0.269
C 2.29 2.02 2.29 -0.492
C 3.46 2.69 1.95 -0.978
C 4.55 1.97 1.48 -0.669
C 4.49 0.59 1.35 -0.861
C 3.32 -0.08 1.70 -0.349
H -1.21 -4.77 2.65 0.509
H 0.83 -5.91 3.44 0.410
H 2.87 -4.63 3.96 0.476
H 2.90 -2.18 3.65 0.479
H -1.75 -0.39 4.54 0.355
H -2.15 0.28 6.87 0.456
H -0.38 1.42 8.16 0.438
H 1.82 1.87 7.11 0.445
H 2.22 1.23 4.78 0.392
H 1.44 2.58 2.65 0.556
H 3.51 3.76 2.04 0.507
H 5.46 2.49 1.21 0.409
H 5.33 0.04 0.97 0.482
H 3.28 -1.16 1.60 0.009
Cl -1.33 3.93 4.69 -0.070
C -2.78 3.38 3.84 0.801
Cl -4.04 2.92 4.98 -0.083
Cl -3.37 4.59 2.71 -0.015
C -2.40 2.19 3.07 -0.461
N -2.12 1.26 2.48 -0.095
C -4.44 -2.62 -2.36 -1.447
C -4.59 -1.20 -1.89 0.961
C -4.63 -0.16 -2.81 -0.834
C -4.76 1.16 -2.38 -0.720
C -4.82 1.44 -1.03 -0.142
C -4.78 0.40 -0.09 -0.383
C -4.68 -0.91 -0.53 -0.496
S -4.94 3.11 -0.48 1.311
O -5.61 3.86 -1.50 -0.719
O -5.40 3.08 0.88 -0.677
N -3.41 3.68 -0.41 -0.002
C -2.68 3.91 -1.66 -0.290
C -1.20 3.55 -1.48 -1.255
C -1.02 2.07 -1.19 -0.231
O -0.66 1.30 -2.06 -0.217
O -1.32 1.74 0.03 -0.766
H -4.83 -2.76 -3.36 0.406
H -4.95 -3.32 -1.69 0.407
H -3.38 -2.90 -2.37 0.204
H -4.59 -0.37 -3.87 0.413
H -4.86 1.96 -3.10 0.620
H -4.87 0.63 0.96 0.606
H -4.67 -1.71 0.19 0.345
H -2.86 3.16 0.27 -0.137
H -2.77 4.96 -1.94 0.448
H -3.10 3.32 -2.48 0.127
H -0.79 4.13 -0.64 0.286
H -0.65 3.79 -2.38 0.454
S -0.43 -1.48 -0.44 -0.421
Sb 1.09 -0.93 -2.14 2.115
C 2.52 -2.46 -1.78 0.205
C 2.68 -2.84 -0.45 0.315
C 3.59 -3.83 -0.11 -0.622
C 4.32 -4.47 -1.11 -0.659
C 4.16 -4.09 -2.43 -0.756
C 3.26 -3.09 -2.77 -0.334
C 2.26 0.80 -2.33 0.899
C 2.88 0.99 -3.56 -0.678
C 3.61 2.14 -3.81 -0.747
C 3.71 3.11 -2.82 -0.811
C 3.09 2.93 -1.59 -1.070
C 2.37 1.77 -1.34 -0.140
C 0.26 -1.35 -4.02 0.774
C 0.36 -2.65 -4.52 -0.747
C -0.19 -2.96 -5.76 -0.768
C -0.83 -1.97 -6.50 -0.518
C -0.94 -0.68 -6.00 -0.683
C -0.40 -0.37 -4.76 -0.605
H 2.08 -2.39 0.33 -0.276
H 3.70 -4.12 0.92 0.485
H 5.02 -5.25 -0.85 0.410
H 4.73 -4.58 -3.21 0.420
H 3.17 -2.80 -3.81 0.502
H 2.79 0.24 -4.35 0.447
H 4.09 2.29 -4.77 0.433
H 4.26 4.02 -3.01 0.428
H 3.16 3.69 -0.83 0.564
H 1.87 1.64 -0.39 0.385
H 0.83 -3.43 -3.94 0.532
H -0.11 -3.96 -6.15 0.435
H -1.25 -2.21 -7.47 0.420
H -1.44 0.08 -6.57 0.442
H -0.49 0.64 -4.37 0.459